Entry 1:
Below is C42H33N8O7P2Se2V as an isolated structure, with properties calculated with ωB97M-V/def2-TZVPD.

Geometry as XYZ:
```
95
Properties=species:S:1:pos:R:3:mulliken_spin:R:1
V 0.4891 -1.2872 1.8131 1.125
O 4.5737 -0.5883 5.9023 0.000
C 3.4207 -0.8725 6.4882 -0.001
O 3.2899 -0.9460 7.6778 0.000
C 2.2367 -1.0982 5.6012 0.007
C 0.9812 -1.4394 6.0770 0.005
N 0.1580 -1.5509 5.0254 -0.001
N 0.8145 -1.3244 3.8847 -0.014
C 2.0733 -1.0543 4.2144 0.010
C 2.9834 -0.8781 3.0471 0.000
O 4.1564 -0.6283 3.1653 -0.003
O 2.3562 -1.0678 1.9020 -0.021
H 4.5232 -0.5732 4.9216 0.000
H 0.6584 -1.6178 7.0893 0.000
H -0.7584 -1.9802 4.9716 0.001
Se 1.6082 -1.2563 -5.3078 0.000
P 1.1350 0.2335 -3.9400 0.002
C 2.4230 1.4852 -3.7522 0.000
C 2.6110 2.3932 -4.7969 0.000
C 3.6976 3.2494 -4.7832 0.000
C 4.6208 3.1851 -3.7449 0.000
C 4.4496 2.2693 -2.7200 0.000
C 3.3487 1.4233 -2.7181 0.000
C -0.4242 1.0925 -4.3139 0.000
C -0.5794 2.4696 -4.2172 0.000
C -1.7979 3.0584 -4.5346 0.000
C -2.8611 2.2742 -4.9521 0.000
C -2.7067 0.8962 -5.0610 0.000
C -1.4923 0.3071 -4.7517 0.000
C 0.8697 -0.4195 -2.2455 0.006
C 0.5338 0.0819 -0.9909 0.009
N 0.5696 -0.9871 -0.1569 -0.014
N 0.8943 -2.0740 -0.8505 0.010
N 1.0681 -1.7559 -2.0917 0.001
P -0.0133 1.5835 -0.1800 0.001
Se 0.4929 1.3519 1.9287 -0.047
C -1.7887 1.7276 -0.4219 0.002
C -2.4334 1.0715 -1.4646 -0.001
C -3.7987 1.2482 -1.6433 0.000
C -4.5120 2.0710 -0.7860 0.000
C -3.8663 2.7278 0.2567 0.000
C -2.5059 2.5573 0.4430 -0.003
C 0.7658 3.0872 -0.7518 0.001
C 0.0325 4.0211 -1.4801 0.000
C 0.6475 5.1898 -1.9027 0.000
C 1.9787 5.4251 -1.5926 0.000
C 2.7017 4.5016 -0.8479 0.000
C 2.0992 3.3328 -0.4226 -0.001
H 1.9219 2.4080 -5.6329 0.000
H 3.8400 3.9501 -5.5951 0.000
H 5.4830 3.8391 -3.7476 0.000
H 5.1785 2.2015 -1.9225 0.000
H 3.2370 0.6937 -1.9246 -0.001
H 0.2538 3.0885 -3.9146 0.000
H -1.9078 4.1342 -4.4743 0.000
H -3.8051 2.7356 -5.2124 0.000
H -3.5266 0.2840 -5.4141 0.000
H -1.3498 -0.7596 -4.8795 0.000
H -1.8809 0.4316 -2.1404 0.000
H -4.2978 0.7413 -2.4582 0.000
H -5.5766 2.2032 -0.9266 0.000
H -4.4244 3.3698 0.9250 0.000
H -2.0002 3.0621 1.2581 0.000
H -1.0087 3.8413 -1.7114 0.000
H 0.0839 5.9191 -2.4693 0.000
H 2.4551 6.3379 -1.9249 0.000
H 3.7367 4.6932 -0.6002 0.000
H 2.6585 2.6125 0.1623 0.000
N -4.3502 0.5677 3.7169 0.000
C -3.6901 -0.1464 2.7760 -0.003
C -2.2896 -0.2682 2.7915 0.012
N -1.6598 -0.9422 1.8422 -0.051
C -2.3821 -1.5247 0.8775 0.021
C -3.7582 -1.3871 0.8783 -0.001
N -4.4118 -0.7075 1.8065 0.003
H -3.8830 0.9226 4.5304 0.000
H -5.3551 0.5357 3.7150 0.000
H -1.6915 0.2227 3.5469 0.005
H -1.8574 -2.0850 0.1172 -0.001
H -4.3494 -1.8409 0.0926 0.000
O 1.2211 -4.8629 0.2115 0.000
C 0.6282 -5.6709 1.0954 -0.001
C 0.8822 -7.0325 0.8855 0.000
C 0.3601 -7.9949 1.7142 0.000
C -0.4505 -7.6444 2.7992 0.000
C -0.7057 -6.3194 3.0267 0.000
C -0.1740 -5.3066 2.1990 -0.002
C -0.5049 -3.9520 2.6124 0.006
O -1.1507 -3.6161 3.5752 -0.003
O -0.0001 -2.9527 1.8021 -0.060
H 0.8896 -3.9529 0.1456 0.004
H 1.5016 -7.2926 0.0383 0.000
H 0.5754 -9.0366 1.5157 0.000
H -0.8654 -8.4037 3.4461 0.000
H -1.3236 -6.0113 3.8586 0.000
```

## Properties
- HOMO energy (alpha / beta) (hartree) = -0.36588 / -0.36588
- net charge = +1
- LUMO level (alpha / beta) (eV) = -5.1 / -4.5
- 2S+1 = 2
- gap between HOMO and LUMO (alpha / beta) (Ha) = 0.178 / 0.200
- electronic energy (Eh) = -9014.60189
- ΔE to the lowest compared entry with this formula, charge and spin (kJ/mol) = 0.6



Entry 2:
Below is C42H34Br2F7N12OSbSr as an isolated structure, with properties calculated with ωB97M-V/def2-TZVPD.

Geometry as XYZ:
```
100
Properties=species:S:1:pos:R:3:mulliken_charge:R:1
Sr 0.5470 -0.3482 0.2107 0.518
C 3.4539 1.6542 -1.9576 -1.536
C 2.2660 1.2030 -2.7931 -0.744
N 0.9807 1.4710 -2.1494 1.610
C 0.8121 2.8770 -1.7682 -0.156
C 0.9739 3.9039 -2.8928 -1.718
C -0.1495 1.0176 -2.9555 -0.632
C -0.2477 -0.4830 -3.1899 -1.538
N -0.4221 -1.1605 -1.9157 1.686
C -0.4118 -2.4937 -1.8656 -0.568
C -0.1095 -3.2626 -0.6830 -0.436
F 0.5989 -2.7300 0.3870 0.090
C -0.3276 -4.6151 -0.5619 0.187
F 0.0166 -5.1983 0.5998 -0.357
C -0.8425 -5.3861 -1.5811 -0.854
C -1.0706 -4.7094 -2.7643 0.198
F -1.5730 -5.4014 -3.8154 -0.405
C -0.8550 -3.3639 -2.9152 0.704
F -1.1950 -2.8267 -4.1159 -0.384
H 4.3730 1.2891 -2.4185 0.470
H 3.3905 1.2248 -0.9580 0.181
H 3.5256 2.7415 -1.8725 0.364
H 2.3588 0.1271 -2.9386 0.493
H 2.3014 1.6728 -3.7919 0.356
H 1.5064 3.1031 -0.9583 0.694
H -0.1871 2.9694 -1.3478 -0.625
H 1.9696 3.8750 -3.3395 0.327
H 0.8190 4.9061 -2.4872 0.481
H 0.2453 3.7514 -3.6919 0.296
H -0.1570 1.5068 -3.9471 0.190
H -1.0521 1.3285 -2.4230 -0.227
H 0.6397 -0.8619 -3.7087 0.548
H -1.0936 -0.6120 -3.8745 0.494
H -1.0122 -6.4456 -1.4728 0.499
C -3.8874 1.3361 -1.9162 -1.207
C -3.5837 2.2944 -0.7962 0.665
C -4.5331 3.2522 -0.3736 -1.134
C -4.1818 4.1742 0.5704 -1.249
C -2.8765 4.1637 1.1125 1.053
C -2.3823 5.0827 2.0698 -0.029
Br -3.5067 6.4742 2.7397 -0.295
C -1.0979 4.9967 2.5236 -0.297
C -0.2385 3.9821 2.0891 -0.185
Br 1.5260 3.9083 2.7622 -0.219
C -0.6393 2.9782 1.1996 -0.283
O 0.0498 1.9882 0.8461 0.529
C -2.0088 3.1414 0.6681 -0.287
N -2.3842 2.2374 -0.2636 0.546
H -3.6945 1.8188 -2.8789 0.351
H -4.9290 1.0127 -1.9065 0.488
H -3.2362 0.4651 -1.8485 -0.132
H -5.5277 3.2508 -0.8029 0.486
H -4.8915 4.9173 0.9092 0.301
H -0.7324 5.7171 3.2436 0.427
N 3.8653 -2.1559 1.3780 -0.169
C 3.0556 -1.5741 2.3390 0.588
N 3.0168 -2.0302 3.5869 -0.594
N 2.1355 -1.2255 4.2026 -0.668
N 1.6798 -0.3426 3.3741 -0.252
N 2.2594 -0.5209 2.1588 0.140
C 3.6444 -2.1323 0.0053 0.271
N 4.2505 -3.0168 -0.7782 -0.620
N 3.7805 -2.7412 -2.0065 -0.974
N 2.9528 -1.7546 -1.9559 -0.116
N 2.8435 -1.3101 -0.6725 0.527
H 4.2773 -3.0220 1.6849 0.290
F -7.1779 -2.7421 -2.0067 -0.387
C -6.1502 -2.2973 -1.2422 0.252
C -4.8943 -2.8383 -1.4360 -0.732
C -3.8507 -2.3755 -0.6471 -0.433
C -4.0657 -1.3932 0.3201 0.398
C -5.3418 -0.8681 0.4787 -0.718
C -6.4011 -1.3188 -0.3027 -0.761
Sb -2.3692 -0.6970 1.3936 0.960
C -3.3525 0.2398 3.0451 -0.347
C -4.3730 -0.4238 3.7246 -0.194
C -5.0219 0.1713 4.7968 -0.815
C -4.6244 1.4384 5.1781 0.241
F -5.2617 2.0274 6.2202 -0.370
C -3.6047 2.1191 4.5499 -0.499
C -2.9684 1.5067 3.4765 -0.231
C -1.9925 -2.5110 2.4732 0.647
C -0.9255 -2.4867 3.3700 -0.846
C -0.5956 -3.6026 4.1288 -0.531
C -1.3669 -4.7349 3.9809 0.361
F -1.0708 -5.8374 4.7151 -0.390
C -2.4349 -4.8012 3.1088 -0.668
C -2.7428 -3.6789 2.3508 -0.321
H -4.7353 -3.5961 -2.1918 0.540
H -2.8585 -2.7884 -0.8046 0.405
H -5.5225 -0.0946 1.2163 0.376
H -7.4014 -0.9206 -0.1930 0.423
H -4.6596 -1.4255 3.4233 0.425
H -5.8134 -0.3296 5.3384 0.437
H -3.3114 3.1031 4.8907 0.519
H -2.1492 2.0255 2.9947 0.442
H -0.3101 -1.5987 3.4941 0.332
H 0.2559 -3.5751 4.7957 0.518
H -2.9989 -5.7207 3.0216 0.425
H -3.5703 -3.7304 1.6532 0.381
```

## Properties
- HOMO energy (hartree) = -0.09913
- net charge = -2
- LUMO level (eV) = 3.5
- gap between HOMO and LUMO (Ha) = 0.227
- electronic energy (Eh) = -8471.42075
- ΔE to the lowest compared entry with this formula, charge and spin (kJ/mol) = 84.7